P.
ORCA calculation (the ωB97M-V functional and the def2-TZVPD basis) on a single C3H2O2S2 molecule.

Its SMILES is O=CC(=S)C(O)=S. The calculation puts the orbital gap at 7.547 eV.

Each line ends with the Mulliken charge.
Element x y z (Å)
C 0.80180 -0.26632 0.30650  0.33
C -0.63641 -0.08607 0.12574  0.25
C -1.32949 1.25862 0.15022  -0.07
H 2.03281 -1.00892 1.47256  0.35
H -2.43271 1.17577 0.06997  0.33
O 1.08711 -0.83007 1.48776  -0.39
O -0.82051 2.34420 0.25411  -0.42
S 1.91178 0.18693 -0.78557  -0.22
S -1.58355 -1.29426 -0.40019  -0.16


Q.
ORCA calculation (the ωB97M-V functional and the def2-TZVPD basis) on a single C3H2O2S2 molecule.

The calculation puts the orbital gap at 8.073 eV.

Each line ends with the Mulliken charge.
Element x y z (Å)
C 0.28283 0.92613 0.87356  -0.02
C -0.86267 0.42119 0.37310  -0.42
C -0.91457 -0.47700 -0.73016  0.66
O -1.65109 -1.06140 -1.43668  -0.42
O 1.53105 -1.90885 -1.26492  -0.48
S 1.92537 0.55308 0.47809  -0.13
S 1.10675 -0.52204 -1.31182  0.31
H 0.22170 1.48754 1.89789  0.24
H -1.63936 0.58134 1.12094  0.26


Verdict on stability: Q comes out at the bottom.


P.
ORCA calculation (the ωB97M-V functional and the def2-TZVPD basis) on a 2-piece molecular cluster, C11H13N overall.

The calculation puts the orbital gap at 9.159 eV.

Each line ends with the Mulliken charge.
Element x y z (Å)
C 4.91823 -1.54783 0.04256  -0.70
C 3.66169 -0.65894 -0.03914  0.10
C 2.80601 0.42133 0.29443  -0.49
C 1.17953 0.65094 0.42044  -0.23
C -0.73376 1.80702 -0.33979  -0.91
C -1.70694 0.76380 -0.09194  0.63
C -2.21803 0.31971 1.20939  -0.12
C -2.95976 -0.91691 1.26886  -0.57
C -3.10835 -1.56302 -0.04535  -0.11
C -2.55404 -1.23717 -1.17902  -0.47
C -1.71674 -0.15490 -1.36314  -0.30
H 5.69704 -2.18818 -0.82815  0.17
H 5.55252 -1.87930 0.91764  0.23
H 3.44317 1.24260 0.09038  0.35
H 0.71126 -0.29307 0.56812  0.32
H 1.31150 1.19986 1.44266  0.23
H 0.90806 1.04633 -1.45470  0.30
H -0.45954 2.35976 0.74357  0.37
H -0.98176 2.78704 -0.92243  0.27
H -2.55707 1.45441 2.04600  0.17
H -3.77514 -1.13951 2.13687  0.25
H -3.74239 -2.53296 -0.05512  0.22
H -3.07760 -1.80413 -1.98365  0.21
H -1.27995 0.29331 -2.25890  0.39
N 0.68205 1.56980 -0.61959  -0.30


Q.
ORCA calculation (the ωB97M-V functional and the def2-TZVPD basis) on a single C11H13N molecule.

Its SMILES is N[C@@H]1C[C@H]2C[C@@H]1c1ccccc12. The calculation puts the orbital gap at 9.209 eV.

Each line ends with the Mulliken charge.
Element x y z (Å)
C 1.91792 0.70760 -0.31706  -0.26
C 1.83273 -0.82954 -0.85914  -0.87
C 0.89425 -1.45530 0.29588  0.10
C 1.51761 -0.63947 1.49498  -0.77
C 0.95950 0.71369 0.99593  -0.31
C -0.40658 0.35540 0.57016  0.68
C -1.48045 1.26388 0.75218  -1.04
C -2.68372 0.78051 0.16946  -0.32
C -2.92053 -0.41892 -0.51301  -0.58
C -1.74836 -1.25756 -0.68995  -0.76
C -0.48399 -0.97139 0.13064  0.15
H 0.99370 2.36930 -1.28479  0.24
H 2.48668 1.25826 -2.00133  0.35
H 2.89042 1.15411 -0.08712  0.38
H 2.86077 -1.34228 -0.65602  0.28
H 1.58466 -0.93430 -2.01588  0.37
H 1.01399 -2.49069 0.01263  0.45
H 1.11974 -0.72656 2.64809  0.27
H 2.70750 -0.79000 1.42558  0.27
H 1.10772 1.68054 1.62092  0.36
H -1.25190 2.20899 1.08010  0.49
H -3.55261 1.30674 0.19014  0.42
H -3.82144 -0.69968 -1.13641  0.32
H -1.75873 -2.19601 -1.14828  0.44
N 1.31844 1.38688 -1.54686  -0.67


Verdict on stability: P comes out at the bottom.


P.
ORCA calculation (the ωB97M-V functional and the def2-TZVPD basis) on a 2-piece molecular cluster, C3H4Si overall.

The calculation puts the orbital gap (spin up / spin down) at 6.179 / 6.723 eV.

Each line ends with the Mulliken charge.
Element x y z (Å)
C 1.59696 -0.35867 -0.06803  -0.27
C 0.42893 0.51307 -0.35850  -0.36
C 0.50171 -0.67781 0.56501  -0.49
Si -0.57441 -0.08526 -1.96230  0.13
H 2.61535 -0.19565 -0.22564  0.41
H 0.49299 1.47798 0.11879  0.38
H -0.11188 -1.40519 1.09491  0.39
H -2.55698 -0.83641 -0.33654  -0.18


Q.
ORCA calculation (the ωB97M-V functional and the def2-TZVPD basis) on a 2-piece molecular cluster, C3H4Si overall.

The calculation puts the orbital gap (spin up / spin down) at 7.057 / 5.578 eV.

Each line ends with the Mulliken charge.
Element x y z (Å)
C -0.70431 -0.14391 0.42741  -0.68
C 0.54497 0.72647 0.16750  -0.21
C -0.64998 0.45141 -0.75427  -0.20
Si 2.12626 -0.24735 -0.31600  0.09
H -0.93362 -0.99381 1.13374  0.39
H 0.49818 1.58824 0.88107  0.35
H -0.92478 0.84077 -1.77866  0.34
H 0.04328 -2.22181 0.23923  -0.08


Verdict on stability: Q comes out at the bottom.